A 8-piece molecular cluster, C26H60O10 overall at a distorted geometry, computed with ωB97M-V with the def2-TZVPD basis set.

Cartesian coordinates (Å):
C  -4.762  -2.397  -0.498
C  -5.075  -1.923  0.945
C  -5.503  -0.447  0.756
O  -5.469  -0.158  -0.635
C  -5.533  -1.388  -1.338
H  -5.090  -3.429  -0.613
H  -3.698  -2.324  -0.715
H  -4.191  -2.041  1.570
H  -5.877  -2.535  1.353
H  -4.828  0.217  1.293
H  -6.527  -0.326  1.126
H  -5.155  -1.305  -2.355
H  -6.592  -1.687  -1.409
C  -3.188  -1.920  -4.990
C  -2.927  -0.482  -4.439
C  -1.875  -0.788  -3.404
O  -2.385  -1.938  -2.748
C  -2.832  -2.816  -3.787
H  -2.584  -2.164  -5.858
H  -4.252  -1.994  -5.213
H  -3.843  -0.099  -3.994
H  -2.658  0.120  -5.306
H  -1.654  -0.036  -2.650
H  -0.944  -1.000  -3.958
H  -3.655  -3.459  -3.473
H  -1.996  -3.501  -3.987
C  -1.228  4.083  -0.132
C  -2.610  3.537  0.206
C  -2.938  2.655  -1.020
O  -1.682  2.352  -1.634
C  -0.608  2.967  -0.960
H  -0.601  4.360  0.717
H  -1.366  4.979  -0.740
H  -3.340  4.335  0.342
H  -2.647  2.917  1.103
H  -3.665  3.088  -1.707
H  -3.329  1.693  -0.674
H  0.077  3.389  -1.700
H  -0.044  2.264  -0.336
C  -0.079  -2.126  5.424
C  -0.331  -0.634  5.548
C  -0.562  -0.230  4.090
O  0.291  -1.059  3.330
C  0.404  -2.337  3.982
H  -1.054  -2.623  5.505
H  0.525  -2.594  6.197
H  0.549  -0.082  5.897
H  -1.145  -0.300  6.187
H  -0.327  0.810  3.861
H  -1.625  -0.327  3.814
H  1.450  -2.633  3.902
H  -0.198  -3.091  3.472
C  1.923  1.297  1.875
O  2.686  2.476  1.811
C  2.955  2.852  0.463
C  3.403  4.281  0.432
O  2.346  5.205  0.404
C  1.949  5.701  1.666
H  1.939  0.935  2.899
H  2.306  0.527  1.191
H  0.876  1.463  1.574
H  2.055  2.759  -0.155
H  3.729  2.175  0.079
H  4.007  4.450  -0.472
H  4.139  4.498  1.219
H  1.498  6.676  1.491
H  2.823  5.787  2.318
H  1.225  5.064  2.184
C  7.413  0.632  -0.596
O  6.467  -0.079  -1.353
C  5.626  -0.870  -0.543
C  4.445  -1.289  -1.349
O  3.551  -0.195  -1.400
C  2.423  -0.433  -2.208
H  7.967  -0.029  0.081
H  6.921  1.386  0.041
H  8.059  1.171  -1.283
H  5.310  -0.313  0.350
H  6.181  -1.745  -0.166
H  3.957  -2.193  -0.974
H  4.833  -1.449  -2.368
H  2.596  -0.180  -3.263
H  1.603  0.181  -1.838
H  2.106  -1.482  -2.176
C  -0.355  -1.026  -0.051
O  0.494  -1.749  0.798
H  -0.171  -1.235  -1.105
H  -1.419  -1.296  0.046
H  -0.227  0.046  0.145
H  0.370  -1.444  1.707
C  1.553  -4.628  -0.146
O  2.672  -5.404  -0.542
H  1.824  -3.572  -0.080
H  0.664  -4.754  -0.768
H  1.268  -4.876  0.880
H  3.187  -4.894  -1.171

Computed properties:
Orbital gap: 0.36242 hartree
E_LUMO: 0.55 eV
Structure (SMILES): C1CCOC1.C1CCOC1.C1CCOC1.C1CCOC1.COCCOC.COCCOC.CO.CO
HOMO: -0.3423 Eh

Table of Mulliken atomic charges, one value per atom, all in e: atom 1 (C): 0.022, atom 2 (C): -0.571, atom 3 (C): -0.253, atom 4 (O): -0.435, atom 5 (C): -0.243, atom 6 (H): 0.429, atom 7 (H): -0.217, atom 8 (H): 0.188, atom 9 (H): 0.298, atom 10 (H): 0.166, atom 11 (H): 0.315, atom 12 (H): -0.003, atom 13 (H): 0.333, atom 14 (C): -0.608, atom 15 (C): -0.569, atom 16 (C): 0.186, atom 17 (O): -0.276, atom 18 (C): -0.566, atom 19 (H): 0.345, atom 20 (H): 0.289, atom 21 (H): 0.242, atom 22 (H): 0.415, atom 23 (H): -0.201, atom 24 (H): 0.174, atom 25 (H): 0.262, atom 26 (H): 0.312, atom 27 (C): -0.182, atom 28 (C): -0.713, atom 29 (C): -0.060, atom 30 (O): -0.416, atom 31 (C): 0.851, atom 32 (H): -0.004, atom 33 (H): 0.301, atom 34 (H): 0.423, atom 35 (H): 0.201, atom 36 (H): 0.345, atom 37 (H): -0.123, atom 38 (H): 0.397, atom 39 (H): -1.034, atom 40 (C): -0.680, atom 41 (C): -0.570, atom 42 (C): -0.552, atom 43 (O): -0.437, atom 44 (C): -0.405, atom 45 (H): 0.289, atom 46 (H): 0.359, atom 47 (H): 0.267, atom 48 (H): 0.372, atom 49 (H): 0.376, atom 50 (H): 0.203, atom 51 (H): 0.337, atom 52 (H): 0.215, atom 53 (C): -0.058, atom 54 (O): -0.567, atom 55 (C): 1.085, atom 56 (C): -1.089, atom 57 (O): -0.342, atom 58 (C): -0.648, atom 59 (H): 0.249, atom 60 (H): 0.228, atom 61 (H): -0.070, atom 62 (H): -0.317, atom 63 (H): 0.006, atom 64 (H): 0.382, atom 65 (H): 0.374, atom 66 (H): 0.251, atom 67 (H): 0.325, atom 68 (H): 0.195, atom 69 (C): -0.680, atom 70 (O): -0.342, atom 71 (C): -0.567, atom 72 (C): -0.185, atom 73 (O): -0.178, atom 74 (C): -0.439, atom 75 (H): 0.298, atom 76 (H): 0.241, atom 77 (H): 0.264, atom 78 (H): 0.286, atom 79 (H): 0.395, atom 80 (H): 0.091, atom 81 (H): 0.367, atom 82 (H): 0.377, atom 83 (H): -0.197, atom 84 (H): 0.325, atom 85 (C): 0.303, atom 86 (O): -0.394, atom 87 (H): -0.218, atom 88 (H): 0.100, atom 89 (H): -0.077, atom 90 (H): 0.428, atom 91 (C): -0.031, atom 92 (O): -0.548, atom 93 (H): -0.155, atom 94 (H): 0.212, atom 95 (H): 0.204, atom 96 (H): 0.322

***

C18H22BCrF4N4SSeTe as an isolated structure, computed with ωB97M-V with the def2-TZVPD basis set.

Cartesian coordinates (Å):
Cr  0.413  -0.553  0.529
C  3.850  -2.316  0.374
Te  3.016  -0.610  1.352
C  4.292  0.486  0.034
C  5.426  -0.472  -0.240
C  6.669  -0.014  -0.657
C  7.691  -0.914  -0.918
C  7.475  -2.275  -0.756
C  6.238  -2.737  -0.332
C  5.209  -1.840  -0.073
H  3.199  -2.576  -0.459
H  3.880  -3.154  1.064
H  4.620  1.402  0.518
H  3.735  0.741  -0.867
H  6.841  1.049  -0.774
H  8.659  -0.552  -1.236
H  8.274  -2.978  -0.949
H  6.072  -3.798  -0.195
C  -2.558  2.728  -0.943
N  -2.345  2.665  0.494
C  -1.212  2.332  1.117
Se  0.448  1.942  0.334
N  -1.448  2.320  2.439
C  -2.777  2.641  2.689
C  -3.508  2.760  3.862
C  -4.844  3.088  3.724
C  -5.428  3.288  2.466
C  -4.694  3.173  1.300
C  -3.353  2.848  1.442
H  -1.593  2.714  -1.440
H  -3.080  3.652  -1.183
H  -3.147  1.870  -1.262
H  -0.712  2.205  3.116
H  -3.059  2.610  4.834
H  -5.455  3.194  4.610
H  -6.477  3.540  2.407
H  -5.146  3.328  0.330
F  -0.760  -4.011  1.151
B  0.453  -3.372  1.180
F  0.484  -2.369  2.213
F  0.575  -2.526  -0.031
F  1.530  -4.192  1.258
C  -3.097  -3.165  3.195
N  -2.563  -2.054  2.423
C  -2.811  -1.862  1.143
N  -3.751  -2.600  0.551
S  -2.052  -0.623  0.208
H  -2.752  -3.068  4.219
H  -2.742  -4.116  2.793
H  -4.187  -3.137  3.201
H  -1.780  -1.551  2.799
H  -4.092  -3.445  0.981
H  -3.828  -2.532  -0.450

Computed properties:
2S+1: 5
Energy above the lowest of the compared OMol25 structures with the same formula, charge and spin: 0.0 kJ/mol
⟨S²⟩: 6.0357
Orbital gap (alpha / beta): 0.30696 / 0.32202 hartree
Charge: +1
E_LUMO (alpha / beta): -2.87 / -2.47 eV
HOMO (alpha / beta): -0.4123 / -0.4129 Eh

Table of Mulliken atomic charges, one value per atom, all in e: atom 1 (Cr): 0.581, atom 2 (C): -0.789, atom 3 (Te): 0.194, atom 4 (C): -0.976, atom 5 (C): 0.529, atom 6 (C): -0.768, atom 7 (C): -0.555, atom 8 (C): -0.580, atom 9 (C): -0.727, atom 10 (C): 0.420, atom 11 (H): 0.362, atom 12 (H): 0.610, atom 13 (H): 0.532, atom 14 (H): 0.384, atom 15 (H): 0.431, atom 16 (H): 0.397, atom 17 (H): 0.401, atom 18 (H): 0.451, atom 19 (C): -1.029, atom 20 (N): 0.439, atom 21 (C): -0.374, atom 22 (Se): -0.371, atom 23 (N): 0.130, atom 24 (C): 0.395, atom 25 (C): -0.957, atom 26 (C): -0.488, atom 27 (C): -0.699, atom 28 (C): -0.636, atom 29 (C): 0.924, atom 30 (H): 0.289, atom 31 (H): 0.366, atom 32 (H): 0.391, atom 33 (H): 0.252, atom 34 (H): 0.436, atom 35 (H): 0.412, atom 36 (H): 0.411, atom 37 (H): 0.428, atom 38 (F): -0.306, atom 39 (B): 0.744, atom 40 (F): -0.395, atom 41 (F): -0.467, atom 42 (F): -0.283, atom 43 (C): -1.153, atom 44 (N): -0.028, atom 45 (C): 0.803, atom 46 (N): -0.456, atom 47 (S): -0.467, atom 48 (H): 0.371, atom 49 (H): 0.365, atom 50 (H): 0.396, atom 51 (H): 0.217, atom 52 (H): 0.209, atom 53 (H): 0.232

***

Number 1: E -1778.841084 hartree. Number 2: E -5454.698856 hartree.